Record 1
{"formula": "C18H19Cl2GeIN2OPt", "method": "ωB97M-V/def2-TZVPD", "total_charge": 2, "energy_ha": -4295.69944, "largest_force_ev_per_a": 2.5, "e_above_lowest_kj_mol": 108.13, "e_homo_ev": -13.723, "elements": ["Pt", "Cl", "C", "C", "C", "Cl", "C", "C", "C", "C", "N", "C", "C", "O", "H", "H", "H", "H", "C", "Ge", "C", "C", "C", "H", "H", "H", "H", "H", "H", "H", "H", "H", "H", "H", "I", "C", "C", "C", "C", "N", "C", "H", "H", "H", "H"], "positions_angstrom": [[0.29308, 0.47227, -0.15482], [-3.45169, -1.51033, 2.96333], [-3.61075, -1.18062, 1.32198], [-4.76989, -1.47998, 0.64520], [-4.90409, -1.21042, -0.71613], [-6.36692, -1.56001, -1.47569], [-3.82883, -0.62315, -1.46870], [-3.88840, -0.34052, -2.84019], [-2.79356, 0.22849, -3.45776], [-1.66007, 0.50915, -2.70075], [-1.59438, 0.24869, -1.39558], [-2.64123, -0.30736, -0.78978], [-2.47846, -0.56601, 0.63416], [-1.43114, -0.27389, 1.21788], [-5.59641, -1.92432, 1.18370], [-4.77740, -0.58270, -3.40657], [-2.80308, 0.45060, -4.51511], [-0.79129, 0.95028, -3.16925], [3.71566, 2.13531, 0.66942], [2.36032, 1.48935, 1.94366], [0.85574, 2.79171, 2.04775], [3.11320, 1.04063, 3.71686], [1.48985, -0.24276, 1.32369], [4.41212, 2.78692, 1.19657], [3.25612, 2.71281, -0.13232], [4.28764, 1.31078, 0.24364], [1.24798, 3.80199, 1.93899], [0.36370, 2.71067, 3.01616], [0.10881, 2.61788, 1.26907], [3.51200, 1.96110, 4.14406], [3.92294, 0.32123, 3.61556], [2.34060, 0.64196, 4.37042], [0.89341, -0.66211, 2.13557], [2.23418, -0.95577, 0.97063], [4.91392, -0.42884, -3.82296], [3.43452, 0.89212, -3.13463], [3.44740, 2.23791, -3.48134], [2.42850, 3.05723, -3.01426], [1.44301, 2.51675, -2.21178], [1.44210, 1.22173, -1.87541], [2.41340, 0.41649, -2.32771], [4.23806, 2.63963, -4.10031], [2.39591, 4.10392, -3.28081], [0.62491, 3.11984, -1.83869], [2.37159, -0.62477, -2.04063]], "forces_ev_per_angstrom": [[-2.38, -0.89, -0.19], [-0.01, 0.09, -0.27], [-0.25, -0.17, 0.44], [-0.07, -0.12, 0.28], [-0.01, 0.05, -0.22], [0.22, 0.06, 0.19], [0.14, -0.11, -0.32], [-0.15, -0.18, 0.23], [0.25, 0.15, 0.08], [-0.39, -0.27, -0.58], [0.66, 0.92, 0.20], [-0.08, -0.11, 0.02], [-0.04, 0.46, -0.35], [1.45, 0.04, -0.49], [-0.01, -0.01, -0.02], [-0.01, 0.02, -0.01], [-0.02, 0.07, 0.01], [0.09, -0.06, 0.09], [-0.21, -0.26, 0.17], [-0.23, 0.13, 0.23], [0.47, -0.24, 0.19], [-0.12, 0.24, -0.45], [1.05, 0.97, -0.95], [-0.01, 0.01, 0.03], [0.00, -0.02, 0.00], [0.01, 0.00, -0.02], [-0.06, 0.05, 0.02], [-0.04, 0.04, 0.00], [0.04, 0.10, 0.02], [0.00, -0.01, 0.07], [-0.02, -0.03, -0.01], [0.00, 0.00, 0.01], [-0.35, 0.03, -0.23], [0.01, -0.01, 0.02], [-0.33, 0.30, 0.19], [0.25, -0.30, -0.27], [-0.05, -0.04, 0.13], [-0.06, -0.13, -0.15], [-0.22, 0.27, 0.03], [0.17, -1.04, 1.86], [0.30, -0.04, -0.20], [0.00, 0.01, -0.01], [-0.03, 0.01, 0.05], [0.08, 0.01, 0.13], [-0.01, 0.04, 0.07]], "nbo_charge": [0.907, 0.240, 0.005, -0.281, 0.125, 0.231, -0.084, -0.063, -0.217, 0.123, -0.444, 0.079, 0.493, -0.493, 0.286, 0.263, 0.268, 0.234, -1.084, 1.534, -1.075, -1.035, -0.913, 0.261, 0.220, 0.239, 0.249, 0.248, 0.204, 0.252, 0.247, 0.242, 0.233, 0.227, 0.277, -0.184, -0.144, -0.221, 0.036, -0.487, 0.015, 0.261, 0.261, 0.228, 0.235]}

---

Record 2
{"formula": "C18H19Cl3GeN3ORh", "method": "ωB97M-V/def2-TZVPD", "spin_multiplicity": 2, "total_charge": 3, "energy_ha": -4503.89449, "s2": 0.76, "largest_force_ev_per_a": 4.4, "e_above_lowest_kj_mol": 517.71, "e_homo_ev": [-18.337, -18.337], "elements": ["Rh", "C", "C", "C", "C", "N", "C", "C", "C", "C", "C", "C", "N", "H", "H", "H", "H", "H", "H", "H", "H", "O", "C", "C", "C", "C", "C", "C", "C", "C", "N", "H", "H", "H", "H", "H", "H", "H", "H", "H", "H", "H", "Cl", "Ge", "Cl", "Cl"], "positions_angstrom": [[0.20716, -0.35897, -0.40954], [-2.41787, -3.79101, 0.15064], [-3.67210, -3.21156, 0.02307], [-3.78886, -1.82754, -0.01730], [-2.64519, -1.04649, 0.04557], [-1.43897, -1.63403, 0.13828], [-1.31399, -2.95644, 0.20341], [-2.64972, 0.41476, -0.02411], [-3.78055, 1.19929, 0.15592], [-3.69040, 2.57429, -0.01295], [-2.46497, 3.14811, -0.32599], [-1.36314, 2.31715, -0.44008], [-1.47429, 1.00259, -0.29474], [-2.28784, -4.86285, 0.19657], [-4.55481, -3.83303, -0.05625], [-4.76217, -1.37118, -0.12381], [-0.31471, -3.36378, 0.31012], [-4.71807, 0.74719, 0.44567], [-4.56970, 3.19485, 0.10248], [-2.35323, 4.21503, -0.45715], [-0.37848, 2.71735, -0.65293], [-0.04129, 0.32060, 1.89071], [0.98602, 1.29562, 2.18316], [2.19642, 0.66969, 2.84570], [2.68086, -0.57892, 2.09031], [3.23912, -0.24609, 0.74483], [4.59785, 0.00444, 0.58061], [5.11314, 0.22548, -0.68524], [4.26122, 0.22508, -1.78275], [2.91763, 0.01473, -1.56142], [2.42085, -0.21256, -0.32324], [-0.22616, -0.18216, 2.69836], [0.57526, 2.07865, 2.82406], [1.24109, 1.74529, 1.22079], [1.95381, 0.35965, 3.86521], [2.98282, 1.42235, 2.91481], [1.85116, -1.27763, 1.96235], [3.44563, -1.06987, 2.68855], [5.23842, -0.01135, 1.45181], [6.17337, 0.39643, -0.82298], [4.62076, 0.39069, -2.78787], [2.22838, 0.02793, -2.39392], [0.20161, 1.62868, -5.59519], [-1.44657, 0.77663, -4.55412], [-0.35796, -0.52348, -2.76044], [-2.42161, -0.75362, -5.65096]], "forces_ev_per_angstrom": [[-2.93, 1.13, 3.12], [-0.07, 0.22, 0.12], [0.06, -0.08, -0.03], [0.13, 0.05, 0.13], [-0.53, -0.22, 0.00], [1.29, 1.33, -1.24], [0.29, -0.41, 0.00], [-0.42, 0.23, 0.00], [0.13, -0.03, 0.00], [0.07, 0.07, 0.00], [-0.07, -0.20, 0.09], [0.31, 0.34, -0.11], [1.40, -1.71, -0.43], [0.04, 0.00, 0.03], [-0.01, 0.01, 0.02], [0.00, 0.04, 0.03], [0.04, 0.08, -0.15], [-0.03, -0.03, -0.08], [0.00, -0.01, 0.03], [0.03, 0.00, 0.00], [0.01, -0.06, -0.01], [0.26, -0.24, -1.09], [0.44, 0.54, 0.34], [-0.16, -0.40, -0.12], [-0.05, 0.31, 0.04], [0.43, -0.08, 0.17], [-0.32, -0.09, -0.04], [0.15, 0.12, -0.04], [-0.32, 0.01, 0.06], [0.81, 0.13, -0.21], [-1.54, -0.17, -1.34], [-0.01, -0.28, -0.18], [-0.15, -0.08, -0.08], [-0.01, 0.01, 0.06], [-0.04, 0.15, 0.03], [0.02, -0.01, 0.04], [0.11, -0.12, 0.12], [0.00, -0.09, -0.07], [0.04, -0.04, -0.01], [0.00, -0.02, 0.04], [0.04, 0.00, 0.01], [-0.04, -0.07, 0.09], [-0.43, -0.19, 0.35], [0.21, -0.02, -0.75], [0.58, -0.47, 0.68], [0.23, 0.34, 0.37]], "nbo_charge": [1.202, -0.191, -0.076, -0.181, 0.163, -0.362, 0.060, 0.164, -0.180, -0.086, -0.201, 0.051, -0.335, 0.282, 0.275, 0.261, 0.247, 0.264, 0.276, 0.279, 0.242, -0.722, -0.076, -0.431, -0.450, 0.255, -0.215, -0.063, -0.225, 0.048, -0.571, 0.524, 0.229, 0.175, 0.244, 0.256, 0.205, 0.273, 0.262, 0.267, 0.267, 0.218, -0.255, 1.254, -0.383, -0.240]}